<P>
ORCA calculation (the ωB97M-V functional and the def2-TZVPD basis) on C4H3FN2S in the gas phase.

The calculation puts the gap between HOMO and LUMO at 0.2932 Ha. The value obtained for the HOMO energy is -9.32 eV. As for the structure (SMILES): FC1=NN=C/C1=C/S.

Structure (ORCA input):
```
! wB97M-V def2-TZVPD RIJCOSX def2/J DEFGRID3
* xyz 0 1
F 2.09 0.28 -1.27
C 1.22 0.73 -0.37
N 1.04 2.09 -0.22
N -0.05 2.38 0.64
C -0.63 1.19 0.91
C 0.11 0.13 0.20
C -0.37 -1.15 0.06
S 0.23 -2.15 -1.17
H -1.72 1.03 1.34
H -1.30 -1.52 0.55
H -0.62 -3.02 -0.64
*
```

=====

<Q>
ORCA calculation (the ωB97M-V functional and the def2-TZVPD basis) on C4H3FN2S in the gas phase.

The calculation puts the gap between HOMO and LUMO at 0.3136 Ha. The value obtained for the HOMO energy is -8.56 eV. As for the structure (SMILES): Fc1cc[nH]c(=S)n1.

Structure (ORCA input):
```
! wB97M-V def2-TZVPD RIJCOSX def2/J DEFGRID3
* xyz 0 1
F 1.88 -1.98 -0.01
C 0.89 -1.07 -0.01
C 1.32 0.26 -0.01
C 0.31 1.15 -0.01
N -0.98 0.71 0.00
C -1.32 -0.64 0.00
S -2.92 -1.06 0.00
N -0.29 -1.53 0.00
H 2.34 0.50 0.07
H 0.48 2.24 0.00
H -1.71 1.41 -0.03
*
```

=====

We find <Q> to be the most stable, with the next structure 3.353 eV higher.

=====

<P>
ORCA calculation (the ωB97M-V functional and the def2-TZVPD basis) on 2 unconnected molecules or ions with the total composition C2H3Cl5.

The calculation puts the gap between HOMO and LUMO at 0.4293 Ha. The value obtained for the HOMO energy is -10.98 eV. As for the structure (SMILES): ClC(Cl)Cl.ClCCl.

Structure (ORCA input):
```
! wB97M-V def2-TZVPD RIJCOSX def2/J DEFGRID3
* xyz 0 1
Cl -6.66 -19.89 17.08
C -7.28 -20.21 18.68
Cl -6.58 -21.68 19.39
Cl -9.01 -20.42 18.65
H -6.98 -19.40 19.34
Cl -8.65 -16.92 22.05
C -9.14 -15.51 21.14
Cl -8.72 -15.69 19.42
H -10.21 -15.34 21.21
H -8.71 -14.61 21.57
*
```

=====

<Q>
ORCA calculation (the ωB97M-V functional and the def2-TZVPD basis) on 2 unconnected molecules or ions with the total composition C2H3Cl5.

The calculation puts the gap between HOMO and LUMO at 0.4317 Ha. The value obtained for the HOMO energy is -11.11 eV. As for the structure (SMILES): ClC(Cl)Cl.ClCCl.

Structure (ORCA input):
```
! wB97M-V def2-TZVPD RIJCOSX def2/J DEFGRID3
* xyz 0 1
Cl -0.45 1.82 -2.72
C -0.46 1.74 -0.96
Cl -2.07 1.35 -0.35
Cl 0.13 3.25 -0.26
H 0.21 0.95 -0.66
Cl 0.73 -1.86 -0.69
C 0.65 -1.79 1.08
Cl -0.97 -2.16 1.69
H 1.34 -2.51 1.48
H 0.90 -0.78 1.39
*
```

=====

We find <Q> to be the most stable, with the next structure 0.120 eV higher.

=====

<P>
ORCA calculation (the ωB97M-V functional and the def2-TZVPD basis) on a molecular structure, C6H24Br2N12O6Y.

The calculation puts the gap between HOMO and LUMO at 0.2662 Ha. The value obtained for the HOMO energy is -9.63 eV.

Structure (ORCA input):
```
! wB97M-V def2-TZVPD RIJCOSX def2/J DEFGRID3
* xyz 1 1
Y 0.94 -0.38 0.25
Br 3.67 -0.61 -0.71
Br 1.12 -1.94 2.60
C -2.28 -1.75 0.73
O -1.15 -1.45 0.35
N -3.38 -0.98 0.53
N -2.53 -2.98 1.26
H -3.17 -0.10 0.08
H -4.30 -1.36 0.37
H -1.79 -3.66 1.28
H -3.47 -3.29 1.41
C 2.20 1.68 2.75
O 1.94 1.29 1.61
N 1.86 0.98 3.86
N 2.87 2.84 2.96
H 1.48 0.04 3.78
H 2.35 1.25 4.69
H 2.78 3.26 3.87
H 3.18 3.36 2.17
C 1.19 2.86 -1.45
O 1.26 1.72 -1.03
N 2.28 3.64 -1.63
N -0.02 3.43 -1.76
H 3.16 3.35 -1.26
H 2.15 4.57 -1.99
H -0.85 2.91 -1.54
H -0.06 4.37 -2.11
C 1.20 -3.73 -1.04
O 1.16 -2.56 -0.73
N 0.38 -4.25 -2.00
N 1.91 -4.66 -0.35
H 0.02 -3.68 -2.74
H 0.43 -5.25 -2.13
H 2.35 -4.39 0.52
H 2.48 -5.36 -0.81
C -1.50 1.85 1.61
O -0.80 1.11 0.92
N -1.50 1.80 2.96
N -2.37 2.75 1.06
H -2.30 2.14 3.47
H -0.84 1.17 3.39
H -2.87 3.33 1.72
H -2.76 2.65 0.14
C -0.56 -0.65 -2.95
O 0.01 -0.44 -1.89
N -0.21 -0.03 -4.09
N -1.67 -1.45 -3.01
H 0.65 0.50 -4.11
H -0.60 -0.32 -4.97
H -2.06 -1.76 -2.13
H -2.01 -1.81 -3.88
*
```

=====

<Q>
ORCA calculation (the ωB97M-V functional and the def2-TZVPD basis) on a molecular structure, C6H24Br2N12O6Y.

The calculation puts the gap between HOMO and LUMO at 0.2794 Ha. The value obtained for the HOMO energy is -9.94 eV.

Structure (ORCA input):
```
! wB97M-V def2-TZVPD RIJCOSX def2/J DEFGRID3
* xyz 1 1
Y -5.16 -25.90 -14.79
Br -6.28 -23.91 -13.05
Br -6.77 -25.89 -17.19
C -8.06 -27.72 -14.09
O -7.02 -27.07 -14.11
N -8.51 -28.36 -12.97
N -8.98 -27.65 -15.09
H -7.98 -28.36 -12.12
H -9.38 -28.85 -12.94
H -8.87 -27.18 -15.97
H -9.77 -28.27 -14.98
C -4.80 -27.74 -11.70
O -4.87 -26.99 -12.66
N -3.86 -28.72 -11.61
N -5.71 -27.69 -10.69
H -3.90 -29.34 -10.82
H -3.16 -28.84 -12.31
H -6.25 -26.84 -10.60
H -5.49 -28.28 -9.91
C -4.20 -23.22 -16.92
O -4.41 -23.93 -15.94
N -4.46 -23.63 -18.19
N -3.57 -22.01 -16.82
H -4.37 -23.04 -19.00
H -5.02 -24.48 -18.24
H -3.20 -21.68 -15.95
H -3.68 -21.34 -17.56
C -2.23 -26.64 -17.03
O -3.17 -26.31 -16.32
N -1.49 -27.77 -16.82
N -1.96 -25.98 -18.18
H -1.63 -28.25 -15.96
H -0.89 -28.04 -17.57
H -2.41 -25.07 -18.20
H -1.25 -26.19 -18.86
C -2.13 -24.82 -13.39
O -3.12 -25.38 -13.85
N -1.52 -25.20 -12.24
N -1.52 -23.81 -14.06
H -0.86 -24.57 -11.84
H -1.90 -25.95 -11.68
H -0.63 -23.47 -13.75
H -1.95 -23.30 -14.80
C -4.72 -29.46 -15.41
O -4.79 -28.23 -15.33
N -3.67 -30.19 -14.96
N -5.70 -30.17 -16.02
H -3.74 -31.18 -14.89
H -2.85 -29.73 -14.60
H -5.63 -31.17 -16.05
H -6.60 -29.72 -16.09
*
```

=====

We find <P> to be the most stable, with the next structure 0.118 eV higher.